Record 1
{"formula": "C32H38BaN7S", "method": "wB97M-V/def2-TZVPD", "species": ["Ba", "S", "N", "N", "N", "N", "N", "N", "N", "C", "C", "C", "C", "C", "C", "C", "C", "C", "C", "C", "C", "C", "C", "C", "C", "C", "C", "C", "C", "C", "C", "C", "C", "C", "C", "C", "C", "C", "C", "C", "C", "H", "H", "H", "H", "H", "H", "H", "H", "H", "H", "H", "H", "H", "H", "H", "H", "H", "H", "H", "H", "H", "H", "H", "H", "H", "H", "H", "H", "H", "H", "H", "H", "H", "H", "H", "H", "H", "H"], "positions_angstrom": [[-1.0812, -0.0452, -0.0225], [-3.5095, -1.8226, 0.6501], [-0.0301, 0.8485, -2.0139], [0.2637, -1.0313, 1.5938], [-4.5414, -3.8591, -0.5574], [-5.0801, -1.7358, -1.4444], [0.0885, 0.0562, -3.0835], [-0.4332, -2.1448, 1.7996], [-0.3798, -2.0128, -1.1175], [0.8812, 1.8102, -2.1588], [-1.8538, 3.4404, 0.4335], [0.3646, -5.5676, -0.4420], [-2.8432, 2.1665, 2.2011], [-6.3126, -1.9129, -3.5898], [-4.4375, -2.5289, -0.5710], [-0.8527, 3.6115, 2.7288], [-2.2359, -2.1527, -4.9128], [-4.9855, -4.7632, -1.6010], [-2.7950, 2.9439, -0.4545], [-1.3887, -1.1114, -4.5648], [-0.0327, -7.0235, 1.5869], [-6.1763, -5.6010, -1.1520], [0.0013, -5.6916, 0.8989], [-2.4218, -3.1648, -3.9731], [-3.7905, 1.6741, 1.3193], [-1.8576, 3.0506, 1.7708], [-1.7851, -3.1355, -2.7565], [0.2865, -4.3557, -1.0867], [-0.9224, -2.0888, -2.3709], [-3.7638, 2.0526, -0.0148], [1.0471, 0.5014, -3.9074], [-0.8928, -0.8251, 3.4944], [-0.7521, -1.0564, -3.3266], [1.5905, 1.6383, -3.3414], [-0.0046, -0.2207, 2.6119], [-0.2936, -3.2786, 0.9680], [-1.1430, -2.0620, 2.9357], [-6.3809, -1.9333, -2.0676], [-0.1395, -3.1800, -0.4353], [-0.2676, -4.5243, 1.5923], [-2.9561, -2.1865, -6.2266], [1.2858, -0.0113, -4.8175], [-2.8044, 3.2930, -1.4787], [-1.7862, -2.8471, 3.2795], [-5.6885, -2.7134, -3.9779], [-6.8091, -2.8679, -1.7079], [0.8141, -7.1297, 2.2661], [-0.4550, -4.5724, 2.6558], [-4.5313, 1.7114, -0.6978], [-4.5750, 1.0279, 1.6847], [-1.2205, -0.3044, -5.2671], [-4.1484, -5.4239, -1.8505], [-1.2713, -0.4396, 4.4197], [-0.6737, 2.9268, 3.5540], [-4.0675, -4.3040, 0.2189], [2.3784, 2.2510, -3.7313], [0.5562, -4.2930, -2.1317], [-5.9046, -0.9693, -3.9407], [-7.0110, -4.9686, -0.8581], [-2.8957, 1.8920, 3.2450], [-3.0738, -3.9965, -4.2048], [-2.2646, -2.3415, -7.0528], [-1.1346, 4.1748, 0.0925], [0.7001, -6.4391, -0.9852], [-5.8998, -6.2210, -0.3042], [-0.9447, -7.1320, 2.1736], [-6.4935, -6.2503, -1.9621], [0.0142, -7.8303, 0.8598], [0.0894, 3.8283, 2.2295], [-3.4845, -1.2524, -6.4067], [-7.3157, -2.0241, -3.9918], [-1.9637, -3.9255, -2.0418], [0.5034, 0.7254, 2.6900], [0.9998, 2.5737, -1.4097], [-7.0390, -1.1220, -1.7350], [-1.2208, 4.5474, 3.1476], [-5.2210, -4.1828, -2.4886], [-4.7901, -0.7679, -1.3873], [-3.6777, -2.9986, -6.2332]], "atomic_forces_ev_per_a": [[-3.732, 2.758, -0.120], [0.075, 0.105, 0.413], [0.686, 0.899, -1.238], [2.579, -0.742, 1.664], [-0.085, -0.077, -0.106], [0.113, 0.033, -0.169], [0.523, 0.114, -0.339], [-0.399, -0.109, 0.392], [0.886, -0.777, -0.452], [0.005, -0.162, -0.117], [0.087, -0.001, -0.015], [-0.174, 0.011, 0.180], [0.014, 0.011, -0.019], [-0.110, -0.052, 0.242], [-0.104, 0.026, 0.304], [-0.020, 0.080, 0.024], [0.099, 0.103, 0.077], [-0.255, -0.168, -0.145], [-0.141, 0.068, -0.140], [-0.213, -0.087, -0.022], [0.125, 0.057, 0.092], [0.185, 0.156, -0.165], [0.032, 0.082, -0.049], [0.170, 0.085, 0.039], [-0.224, 0.026, 0.069], [0.080, -0.045, -0.103], [-0.197, 0.083, 0.020], [0.110, 0.152, 0.219], [-0.112, 0.062, -0.278], [-0.086, 0.119, -0.086], [0.344, 0.351, 0.032], [-0.110, -0.171, 0.116], [-0.638, -0.718, 0.078], [-0.008, -0.092, -0.210], [0.496, -0.307, 0.590], [0.365, -1.108, -0.802], [-0.317, 0.321, 0.521], [-0.129, -0.152, -0.403], [0.096, -0.362, 0.251], [0.037, 0.149, -0.096], [0.106, 0.066, -0.014], [0.019, -0.141, -0.128], [0.054, -0.050, -0.042], [-0.063, -0.166, -0.087], [0.082, -0.076, -0.040], [-0.007, 0.071, 0.036], [0.007, -0.084, 0.040], [0.070, -0.039, 0.131], [0.004, -0.061, -0.006], [0.029, -0.129, -0.028], [-0.029, 0.095, -0.013], [-0.040, 0.106, -0.049], [-0.117, 0.038, 0.124], [0.057, -0.014, 0.094], [-0.002, 0.296, -0.077], [0.119, 0.047, -0.068], [-0.078, 0.047, -0.051], [0.058, 0.122, -0.067], [-0.084, 0.017, 0.025], [0.054, -0.068, 0.093], [-0.091, -0.056, -0.050], [0.017, -0.022, -0.111], [0.088, -0.030, -0.009], [-0.020, -0.110, -0.079], [-0.026, -0.091, 0.122], [-0.010, -0.081, 0.012], [-0.081, -0.121, -0.060], [-0.020, -0.087, 0.015], [0.084, 0.001, 0.021], [-0.073, 0.056, -0.073], [-0.092, 0.001, -0.134], [-0.001, -0.053, -0.002], [-0.057, 0.181, -0.071], [-0.061, 0.072, 0.095], [0.077, -0.171, 0.082], [0.010, 0.065, 0.080], [0.053, -0.023, -0.047], [0.004, -0.280, 0.178], [-0.094, -0.050, -0.091]], "mulliken_charge": [1.522, -0.143, -0.486, -1.504, 0.040, 0.200, 0.570, 1.135, -0.855, -0.505, -0.430, -0.846, -0.171, -0.905, 0.073, -1.765, 0.315, -0.209, -0.633, -0.526, -1.603, -1.395, 0.146, -0.942, -0.365, 0.786, -0.139, -0.512, 1.106, -0.588, -0.098, -0.818, 0.187, -1.115, -0.376, 0.119, -0.246, -0.617, 0.067, -0.275, -1.821, 0.512, 0.419, 0.438, 0.157, 0.149, 0.339, 0.519, 0.486, 0.324, 0.558, 0.410, 0.540, 0.367, 0.314, 0.431, 0.443, 0.319, 0.295, 0.376, 0.440, 0.393, 0.490, 0.442, 0.373, 0.354, 0.405, 0.385, 0.388, 0.401, 0.392, 0.435, 0.655, 0.479, 0.419, 0.402, -0.018, 0.040, 0.350], "gap_ev": 7.157, "spin_multiplicity": 1, "charge": 1, "total_energy_ev": -55756.6254}

---

Record 2
{"formula": "C32H38Br3F8KMgN6O6S2", "method": "wB97M-V/def2-TZVPD", "species": ["Br", "Br", "Br", "K", "S", "S", "Mg", "F", "F", "F", "F", "F", "F", "F", "F", "O", "O", "O", "O", "O", "O", "N", "N", "N", "N", "N", "N", "C", "C", "C", "C", "C", "C", "C", "C", "C", "C", "C", "C", "C", "C", "C", "C", "C", "C", "C", "C", "C", "C", "C", "C", "C", "C", "C", "C", "C", "C", "C", "C", "H", "H", "H", "H", "H", "H", "H", "H", "H", "H", "H", "H", "H", "H", "H", "H", "H", "H", "H", "H", "H", "H", "H", "H", "H", "H", "H", "H", "H", "H", "H", "H", "H", "H", "H", "H", "H", "H"], "positions_angstrom": [[5.4602, -3.2429, 3.3022], [0.6574, -0.3927, -1.5284], [5.6751, -1.9079, 6.7021], [-1.6252, 3.0040, -6.2251], [3.6334, -2.3846, -1.8889], [4.8681, -4.3228, -0.0264], [6.5551, -4.2740, -3.7741], [-4.7674, 0.8771, 2.2880], [-6.5197, 2.6210, 3.5208], [-2.8312, 0.9262, 1.2734], [-4.8580, 2.0319, -0.1654], [-5.1914, 3.5430, 1.3539], [-4.2454, 4.0012, 5.7986], [-6.7949, 4.3569, 4.8192], [-4.3424, 4.5157, 3.6980], [-5.9485, 3.5982, -9.8635], [-9.3411, 7.1056, 7.9078], [-4.1249, 3.3763, -8.7690], [-3.8375, 2.4179, 4.3410], [-4.2717, 2.6347, -10.7701], [-7.5358, 7.4213, 9.0450], [3.1017, -2.5715, 0.8295], [1.6098, -1.3787, -6.4534], [-8.1442, 7.2671, 8.0075], [0.6195, -1.0673, -5.6466], [-1.6379, 3.1232, -2.9936], [-4.7920, 3.2044, -9.8112], [0.2502, -1.7222, -4.5533], [0.5331, 1.4001, -5.4321], [2.7583, -4.5430, -4.8063], [0.9359, -2.8876, -4.2151], [-1.1529, 3.0261, -1.9579], [3.8516, 0.3188, 3.0565], [4.0469, 1.3694, 2.1706], [5.9131, -3.7351, 6.0822], [1.9550, -3.2777, -5.0540], [-0.1179, -3.7360, 2.1876], [-7.3630, 7.2721, 6.7400], [3.8482, -3.0821, -0.2585], [6.6374, -3.7793, 4.7641], [4.2958, -3.6709, -2.9516], [-0.5180, -3.2775, -0.1212], [2.2735, -2.4716, -6.1651], [3.5705, -0.9569, 2.6028], [1.6967, -2.9134, 0.8007], [-0.9867, -3.7188, 1.0907], [3.1761, -4.6982, -3.3381], [-4.6042, 3.5375, 4.5858], [-6.1002, 3.2087, 4.6562], [-0.1259, 0.1414, -6.0415], [0.8077, -2.8658, -0.2935], [3.5754, -0.1374, 0.3596], [3.4246, -1.2012, 1.2362], [-3.7771, 1.7008, 1.9070], [-3.0802, 2.2736, 3.1556], [-4.2759, 2.6976, 0.8600], [-0.5232, 2.9208, -0.6489], [3.9051, 1.1272, 0.8158], [1.1952, -3.3448, 2.0234], [0.5057, 2.5889, -0.7751], [4.6793, -3.2176, -3.8955], [3.5584, -5.6983, -3.1377], [-1.0523, 2.1970, -0.0305], [2.1632, -5.3951, -5.1419], [-0.0682, 0.2358, -7.1238], [4.9249, -4.1805, 6.0318], [3.4273, -1.7177, 3.3480], [-0.5286, 3.8905, -0.1518], [3.6617, -4.4944, -5.4199], [3.0764, -2.7675, -6.8271], [-2.5220, 3.1821, 2.9218], [1.5993, 1.3981, -5.6525], [1.1219, -2.5314, -1.2727], [-1.2091, -3.2725, -0.9562], [-2.3342, 1.5242, 3.4186], [-6.3177, 7.4232, 6.9823], [3.4388, -0.2683, -0.7019], [-0.5784, -1.3535, -3.9659], [-1.1645, 0.0597, -5.7269], [-0.4710, -4.0823, 3.1493], [6.9534, -4.7946, 4.5346], [5.1424, -4.1872, -2.4595], [0.4267, 1.3937, -4.3438], [-2.0037, -4.0592, 1.2288], [2.3306, -4.4832, -2.6904], [6.4972, -4.2336, 6.8523], [7.4960, -3.1169, 4.7315], [3.9236, 0.4978, 4.1217], [-7.5193, 6.3114, 6.2598], [0.0785, 2.3241, -5.8051], [4.0526, 1.9448, 0.1213], [1.8647, -3.3690, 2.8748], [0.6429, -3.4533, -3.3428], [-7.7444, 8.0810, 6.1245], [4.2989, 2.3501, 2.5505], [-3.4428, 3.2761, 0.4463], [-6.3049, 2.5396, 5.4940]], "atomic_forces_ev_per_a": [[0.520, -0.350, 0.205], [-0.217, 1.187, -0.739], [-0.083, -0.025, -0.052], [-2.617, 1.329, -0.459], [0.267, 0.682, 0.009], [-0.106, 0.094, 0.188], [0.958, -0.242, -0.210], [-0.052, 0.012, -0.160], [0.097, 0.052, -0.092], [0.011, 0.284, -0.136], [0.109, -0.231, 0.025], [0.049, -0.014, 0.235], [-0.072, 0.016, 0.051], [0.093, 0.051, 0.006], [-0.140, -0.018, -0.047], [0.055, 0.009, 0.043], [-0.012, -0.010, -0.001], [0.328, -0.023, 0.422], [-0.563, -0.085, -0.372], [0.054, -0.011, 0.051], [-0.009, -0.011, 0.014], [-0.344, 0.976, -1.677], [0.367, -0.259, -0.114], [0.029, 0.016, 0.006], [-0.965, 0.567, 0.057], [0.151, -0.129, -0.441], [-0.068, -0.073, -0.147], [0.345, -0.675, 0.142], [0.167, -0.508, 0.483], [-0.055, 0.365, 0.174], [-0.004, 0.348, -0.509], [-0.013, 0.008, 0.052], [0.042, 0.230, 0.120], [-0.068, -0.269, 0.121], [0.088, 0.178, 0.155], [0.447, -0.635, 0.331], [-0.157, 0.000, -0.281], [0.186, 0.019, -0.012], [0.617, -0.885, 0.056], [-0.055, -0.195, -0.101], [-0.785, -0.507, -0.677], [-0.261, -0.141, -0.174], [-0.442, -0.012, 0.419], [-0.503, 0.322, -0.141], [-0.636, -0.343, 0.575], [0.176, -0.035, 0.494], [0.711, 0.268, -0.144], [0.599, -0.006, -0.024], [-0.310, -0.148, 0.128], [0.422, 1.355, -0.129], [0.631, -0.597, 0.081], [0.117, -0.237, -0.491], [0.137, 0.108, 0.939], [-0.266, -0.220, 0.666], [0.611, 0.093, 0.253], [-0.048, 0.159, -0.567], [-0.001, 0.096, 0.107], [0.104, 0.342, 0.179], [0.219, 0.096, 0.483], [-0.014, -0.063, 0.029], [-0.383, 0.514, 0.284], [-0.305, -0.132, -0.073], [0.011, -0.081, -0.087], [0.059, -0.048, 0.037], [-0.078, -0.470, -0.050], [0.020, -0.044, -0.029], [-0.119, -0.196, -0.141], [-0.028, 0.038, -0.074], [-0.122, -0.209, -0.200], [-0.029, 0.257, -0.164], [-0.198, 0.096, -0.134], [-0.036, 0.163, -0.172], [0.081, -0.691, 0.367], [0.156, 0.151, -0.113], [-0.065, -0.062, -0.014], [-0.018, 0.007, 0.060], [-0.037, 0.046, 0.010], [0.026, 0.187, -0.081], [0.028, -0.368, 0.039], [0.055, 0.038, 0.029], [-0.038, -0.007, 0.013], [-0.753, 0.208, 0.751], [-0.040, 0.053, -0.008], [-0.038, 0.054, -0.178], [0.031, -0.424, 0.209], [0.030, -0.004, -0.027], [-0.023, 0.033, 0.037], [0.061, -0.080, -0.004], [-0.091, 0.038, -0.047], [2.005, -1.262, 0.459], [-0.059, -0.118, -0.127], [0.040, -0.078, -0.073], [-0.048, 0.068, 0.037], [-0.084, -0.059, -0.023], [-0.006, 0.034, -0.095], [0.058, 0.004, 0.133], [0.092, 0.037, 0.048]], "mulliken_charge": [0.024, -0.286, -0.126, 0.993, -0.009, -0.151, 0.677, -0.272, -0.204, -0.288, -0.271, -0.222, -0.298, -0.221, -0.296, -0.452, -0.517, -0.537, -0.410, -0.491, -0.522, 1.118, -0.879, 0.869, 0.847, -0.359, 1.043, -0.240, -1.314, -1.286, -0.339, 0.337, -1.092, -0.600, -0.650, 0.506, -0.738, -0.568, -0.089, -0.604, -1.107, -1.110, -0.506, -0.599, 0.028, -0.785, -0.484, 0.810, 0.167, -0.789, 1.406, -0.093, 1.185, 0.899, -0.799, 0.270, -0.628, -1.225, -0.245, 0.226, 0.878, 0.554, 0.094, 0.418, 0.374, 0.363, 0.515, 0.409, 0.412, 0.459, 0.344, 0.342, -0.559, 0.369, 0.433, 0.297, 0.191, 0.650, 0.543, 0.471, 0.337, 0.117, 0.307, 0.450, 0.155, 0.383, 0.374, 0.446, 0.164, 0.581, 0.437, 0.418, 0.527, 0.290, 0.438, 0.068, 0.249], "gap_ev": 1.054, "spin_multiplicity": 1, "charge": 2, "total_energy_ev": -330304.5743}

---

| no. | HOMO energy (Ha) |
| --- | --- |
| 1 | -0.333 |
| 2 | -0.419 |